{"formula": "C55H68N3", "method": "ωB97M-V with the def2-TZVPD basis set", "symbols": ["C", "C", "N", "C", "C", "C", "C", "C", "C", "C", "C", "C", "C", "C", "C", "C", "C", "C", "H", "H", "H", "H", "H", "H", "H", "H", "H", "H", "H", "H", "H", "H", "H", "H", "C", "C", "C", "C", "C", "C", "C", "C", "C", "C", "C", "C", "C", "C", "N", "C", "C", "N", "C", "C", "C", "C", "C", "C", "C", "C", "C", "C", "C", "C", "C", "C", "C", "C", "C", "C", "C", "C", "C", "C", "H", "H", "H", "H", "H", "H", "H", "H", "H", "H", "H", "H", "H", "H", "H", "H", "H", "H", "H", "H", "H", "H", "H", "H", "H", "H", "H", "H", "H", "H", "H", "H", "H", "H", "H", "H", "H", "H", "H", "H", "H", "H", "H", "H", "H", "H", "H", "H", "H", "H", "H", "H"], "xyz": [[5.7131, -7.1676, 2.7274], [5.4256, -5.7316, 2.6326], [6.4051, -4.8018, 2.6058], [7.8267, -5.1122, 2.5956], [5.8670, -3.5128, 2.5250], [4.4583, -3.6425, 2.4676], [3.6973, -2.5119, 2.2101], [4.3405, -1.2723, 2.0781], [5.7413, -1.1733, 2.1230], [6.5317, -2.3110, 2.3336], [4.1590, -5.0743, 2.5430], [2.9284, -5.6979, 2.4073], [1.6480, -5.0740, 2.5496], [1.3848, -4.0765, 3.5256], [0.1399, -3.4553, 3.5900], [-0.8826, -3.8215, 2.7020], [-0.6574, -4.8444, 1.7672], [0.5782, -5.4821, 1.7097], [4.7456, -7.6753, 2.7770], [6.2728, -7.5442, 1.8562], [6.2928, -7.4171, 3.6300], [8.3842, -4.1897, 2.4191], [8.1363, -5.5509, 3.5532], [8.0478, -5.8293, 1.7951], [2.6199, -2.5997, 2.1088], [3.7433, -0.3719, 1.9245], [6.2217, -0.2050, 1.9813], [7.6213, -2.2904, 2.3428], [2.9451, -6.7490, 2.1172], [2.1728, -3.8037, 4.2328], [-0.0364, -2.6737, 4.3313], [-1.8557, -3.3224, 2.7488], [-1.4541, -5.1471, 1.0822], [0.7626, -6.2809, 0.9878], [-0.5353, -1.6812, -0.6892], [-0.9996, -2.0697, -2.0853], [-0.4978, -3.5072, -2.2805], [-2.5231, -2.1136, -2.1744], [-0.4441, -1.0881, -3.1737], [0.4239, -1.6583, -4.1071], [0.7716, -1.0090, -5.2794], [0.2899, 0.2677, -5.4968], [-0.4260, 0.9666, -4.5263], [-0.7520, 2.4305, -4.9715], [-0.8558, 3.3964, -3.8140], [-2.0214, 2.4086, -5.8361], [0.3610, 3.0361, -5.8463], [-0.8223, 0.2866, -3.3281], [-1.6534, 0.9614, -2.3297], [-3.0447, 1.3537, -2.5949], [-3.3752, 2.3331, -1.4931], [-2.2957, 2.1540, -0.5100], [-2.4470, 2.7027, 0.8301], [-3.3130, 2.0361, 1.7623], [-4.1668, 0.7437, 1.5383], [-4.3239, -0.0719, 2.8362], [-3.5673, -0.2461, 0.5601], [-5.5804, 1.1798, 1.1190], [-3.5290, 2.6158, 3.0107], [-2.8796, 3.7691, 3.4100], [-2.0855, 4.4350, 2.4983], [-1.8700, 3.9534, 1.2052], [-1.1159, 4.9934, 0.3190], [0.0437, 5.6363, 1.0989], [-2.1367, 6.0611, -0.1068], [-0.4812, 4.4313, -0.9215], [-1.2573, 1.4425, -1.0879], [0.0636, 1.3189, -0.6687], [0.6118, 1.6152, 0.6288], [-0.0608, 1.3550, 1.8510], [0.4871, 1.7813, 3.0556], [1.7636, 2.3575, 3.0925], [2.4875, 2.5195, 1.9044], [1.9296, 2.1431, 0.6869], [-0.9927, -0.7439, -0.3749], [-0.8081, -2.4476, 0.0492], [0.5535, -1.5500, -0.6700], [-0.7960, -3.9102, -3.2539], [0.5921, -3.5574, -2.1772], [-0.9218, -4.1633, -1.5082], [-2.8317, -2.4129, -3.1851], [-2.9378, -2.8328, -1.4550], [-2.9530, -1.1336, -1.9643], [0.8127, -2.6650, -3.9721], [1.3868, -1.4987, -6.0290], [0.5077, 0.7343, -6.4542], [0.0491, 3.3394, -3.1997], [-0.9380, 4.4297, -4.1823], [-1.7366, 3.2070, -3.2049], [-1.7856, 1.9797, -6.8186], [-2.8223, 1.7993, -5.4039], [-2.3978, 3.4290, -5.9859], [0.3945, 2.6065, -6.8514], [0.1756, 4.1097, -5.9778], [1.3410, 2.9245, -5.3716], [-3.1436, 1.7854, -3.5966], [-3.7141, 0.4786, -2.5638], [-3.3789, 3.3792, -1.8521], [-4.3548, 2.1446, -1.0365], [-4.9816, 0.4120, 3.5645], [-4.7817, -1.0417, 2.6011], [-3.3511, -0.2668, 3.3028], [-3.4554, 0.1737, -0.4354], [-2.5948, -0.6068, 0.9117], [-4.2234, -1.1255, 0.4746], [-5.5736, 1.9075, 0.3009], [-6.1744, 0.3115, 0.8063], [-6.0836, 1.6537, 1.9716], [-4.2285, 2.1640, 3.7111], [-3.0222, 4.1666, 4.4128], [-1.6535, 5.3857, 2.8077], [0.6423, 4.8568, 1.5868], [0.7041, 6.1825, 0.4119], [-0.3008, 6.3532, 1.8507], [-2.9501, 5.5972, -0.6825], [-2.5745, 6.5581, 0.7675], [-1.6601, 6.8223, -0.7393], [-1.2265, 3.9168, -1.5130], [-0.0672, 5.2455, -1.5330], [0.3305, 3.7370, -0.6900], [0.7565, 0.9913, -1.4415], [-1.0170, 0.8233, 1.8224], [-0.0857, 1.6633, 3.9786], [2.1956, 2.6648, 4.0471], [3.4926, 2.9463, 1.9269], [2.4864, 2.2492, -0.2500]], "homo_energy_ev": -8.225, "orbital_gap_ev": 3.55, "total_charge": 1, "relative_energy_kj_mol": 0.0, "lumo_energy_ev": -4.672, "energy_ha": -2300.59392}